2 unconnected molecules or ions with the total composition C4H10OS. Source: OMol25; level of theory: ωB97M-V/def2-TZVPD.

Summary:
- total charge = 0
- highest occupied orbital energy (spin up / spin down) (eV) = -6.9 / -7.1
- E (Eh) = -631.6761
- frontier orbital gap (spin up / spin down) (eV) = 7.6 / 7.8
- LUMO (spin up / spin down) (hartree) = 0.0243 / 0.0251

Each line ends with the Löwdin charge.
Atoms and positions in Å:
1 C 1.486 0.792 -1.110  -0.133
2 C -1.577 -1.223 0.974  -0.160
3 C 1.501 -0.143 0.176  -0.199
4 C -1.078 -0.609 -0.354  -0.608
5 O 1.383 0.425 1.431  -0.047
6 S -1.679 0.896 -1.049  0.700
7 H 1.189 1.778 -0.784  0.045
8 H 0.733 0.403 -1.807  0.012
9 H 2.515 0.767 -1.584  0.083
10 H -1.310 -0.334 1.640  0.077
11 H -2.645 -1.460 0.888  0.063
12 H -1.081 -2.071 1.382  0.048
13 H 1.913 -1.155 0.033  0.105
14 H -0.928 -1.257 -1.146  0.005
15 H 1.280 1.390 1.276  0.104
16 H -1.702 1.800 0.035  -0.095



2 unconnected molecules or ions with the total composition C4H10OS. Source: OMol25; level of theory: ωB97M-V/def2-TZVPD.

Summary:
- total charge = 0
- SMILES = CC=O.CSC
- highest occupied orbital energy (eV) = -8.6
- E (Eh) = -631.7655
- frontier orbital gap (eV) = 9.5
- LUMO (hartree) = 0.0331

Each line ends with the Löwdin charge.
Atoms and positions in Å:
1 C -0.708 -1.666 -0.730  -0.035
2 C -0.161 -1.323 -2.118  -0.276
3 O 0.953 -0.916 -2.351  0.037
4 H -1.648 -1.186 -0.419  0.088
5 H 0.053 -1.396 -0.028  0.055
6 H -0.944 -2.622 -0.561  0.029
7 H -0.874 -1.554 -2.925  0.110
8 C -1.078 1.339 1.414  -0.487
9 S 0.510 0.949 2.158  0.698
10 C 1.766 0.924 0.684  -0.329
11 H -1.919 0.742 1.490  -0.013
12 H -0.804 1.384 0.345  0.015
13 H -1.337 2.497 1.613  0.080
14 H 2.599 0.421 1.159  0.016
15 H 1.542 0.462 -0.253  -0.001
16 H 2.052 1.943 0.522  0.013



2 unconnected molecules or ions with the total composition C4H10OS. Source: OMol25; level of theory: ωB97M-V/def2-TZVPD.

Summary:
- total charge = 0
- highest occupied orbital energy (eV) = -8.8
- E (Eh) = -631.7683
- frontier orbital gap (eV) = 8.8
- LUMO (hartree) = 0.0032

Each line ends with the Löwdin charge.
Atoms and positions in Å:
1 C -1.305 -0.435 0.239  -0.594
2 C -1.290 -0.516 -1.263  -0.127
3 C 2.405 1.394 -0.382  -0.034
4 C -0.277 -1.158 0.994  -0.098
5 O -2.685 0.110 2.402  -0.583
6 S -2.618 0.333 0.962  0.941
7 H -0.303 -0.693 -1.611  0.062
8 H -1.968 -1.165 -1.782  0.068
9 H -1.642 0.488 -1.651  0.092
10 H 2.825 2.162 0.193  -0.011
11 H 3.272 1.017 -0.958  0.031
12 H 1.655 1.792 -1.054  0.016
13 H 0.765 -0.737 0.805  0.082
14 H -0.451 -1.050 2.056  0.068
15 H -0.350 -2.167 0.727  0.073
16 H 1.967 0.623 0.324  0.013



2 unconnected molecules or ions with the total composition C4H10OS. Source: OMol25; level of theory: ωB97M-V/def2-TZVPD.

Summary:
- total charge = 0
- SMILES = CC=O.CCS
- highest occupied orbital energy (eV) = -9.1
- E (Eh) = -631.7958
- frontier orbital gap (eV) = 9.8
- LUMO (hartree) = 0.0289

Each line ends with the Löwdin charge.
Atoms and positions in Å:
1 C 0.487 2.835 -0.802  -0.050
2 C 0.986 1.803 0.189  -0.308
3 O 1.756 2.063 1.072  0.049
4 H 1.052 3.747 -0.674  0.076
5 H 0.556 2.484 -1.833  0.076
6 H -0.593 2.970 -0.680  0.080
7 H 0.851 0.749 -0.122  0.088
8 C -1.458 -1.749 -0.124  -0.197
9 C 0.022 -2.008 0.068  -0.625
10 S 0.366 -2.577 1.763  0.673
11 H -2.119 -2.616 -0.100  0.068
12 H -1.821 -1.092 0.668  0.061
13 H -1.681 -1.291 -1.096  0.069
14 H 0.682 -1.160 -0.060  0.017
15 H 0.349 -2.791 -0.616  0.064
16 H 0.565 -1.368 2.347  -0.142



C4H10OS in the gas phase. Source: OMol25; level of theory: ωB97M-V/def2-TZVPD.

Summary:
- total charge = 0
- SMILES = CSCCCO
- highest occupied orbital energy (eV) = -8.7
- E (Eh) = -631.7796
- frontier orbital gap (eV) = 9.6
- LUMO (hartree) = 0.0327

Each line ends with the Löwdin charge.
Atoms and positions in Å:
1 C 1.129 1.906 -1.201  -0.424
2 S 0.583 2.333 0.516  0.757
3 C 0.322 0.600 1.106  -0.531
4 C -0.682 -0.214 0.347  -0.295
5 C -0.709 -1.722 0.448  -0.275
6 O -1.689 -2.217 -0.485  -0.093
7 H 2.060 1.308 -1.034  0.038
8 H 0.455 1.440 -2.008  0.067
9 H 1.439 2.914 -1.509  0.011
10 H 0.173 0.587 2.228  0.093
11 H 1.346 0.163 0.855  0.080
12 H -0.472 0.090 -0.713  0.092
13 H -1.721 0.081 0.658  0.131
14 H 0.246 -2.100 0.149  0.095
15 H -0.947 -2.115 1.590  0.166
16 H -1.531 -3.055 -0.946  0.088



A molecular structure, C4H10OS2. Source: OMol25; level of theory: ωB97M-V/def2-TZVPD.

Summary:
- total charge = -1
- multiplicity = 2
- highest occupied orbital energy (spin up / spin down) (eV) = -2.3 / -3.4
- E (Eh) = -1030.0292
- frontier orbital gap (spin up / spin down) (eV) = 6.1 / 6.9
- LUMO (spin up / spin down) (hartree) = 0.1413 / 0.1279

Each line ends with the Löwdin charge.
Atoms and positions in Å:
1 C 1.296 -0.206 1.090  -0.292
2 C 1.833 -1.126 0.008  -0.328
3 O 2.716 -0.456 -0.895  -0.131
4 C 0.756 1.113 0.517  -0.666
5 S -0.170 0.973 -1.035  0.382
6 S -1.937 -0.733 0.043  0.289
7 C -3.340 0.152 -0.681  -0.644
8 H 0.482 -0.730 1.593  0.069
9 H 2.077 0.026 1.823  0.098
10 H 2.378 -1.964 0.435  0.103
11 H 0.990 -1.516 -0.558  0.071
12 H 2.124 0.098 -1.429  0.005
13 H 1.606 1.766 0.308  0.045
14 H 0.116 1.585 1.258  0.042
15 H -3.971 0.582 0.101  -0.007
16 H -2.995 0.968 -1.314  -0.027
17 H -3.962 -0.532 -1.264  -0.009



no.,maximum force (eV/A)
1,3.5
2,5.5
3,2.9
4,2.0
5,3.0
6,0.3